# C18H52N2O8

A cluster of 8 separate species, C18H52N2O8 in total in a non-equilibrium geometry (ωB97M-V/def2-TZVPD, the OMol25 dataset).

As for the maximum force: 13.87 eV/A. As for the relative energy (zero: lowest compared OMol25 entry of this formula, charge and spin): 227.80 kcal per mole. The value obtained for the frontier orbital gap is 8.56 eV. As for the structure (SMILES): NC(N)=O.CC(C)O.CC(C)O.CC(C)O.CC(C)O.CC(C)O.CO.CO. For the HOMO energy, the calculation gives -0.31401 hartree. For the LUMO energy, the calculation gives 0.02 eV.

```
! wB97M-V def2-TZVPD RIJCOSX def2/J DEFGRID3
* xyz 0 1
N -17.604 9.859 -16.871
C -18.264 10.948 -16.570
N -19.136 10.802 -15.600
O -17.975 12.225 -17.065
H -16.902 9.878 -17.565
H -18.022 8.961 -16.741
H -19.688 11.620 -15.330
H -19.333 9.851 -15.282
C -15.828 11.208 -21.358
C -16.686 10.765 -20.168
C -17.916 9.974 -20.701
O -16.108 10.040 -19.333
H -15.740 10.478 -22.129
H -14.809 11.553 -21.019
H -16.182 12.078 -21.873
H -17.001 11.629 -19.533
H -18.603 10.554 -21.379
H -18.620 9.723 -19.884
H -17.645 9.038 -21.172
H -15.694 9.382 -19.883
C -15.252 7.275 -17.219
C -16.064 6.360 -18.085
C -17.396 7.043 -18.449
O -15.686 5.723 -19.088
H -14.212 7.283 -17.513
H -15.244 6.851 -16.229
H -15.510 8.270 -17.233
H -16.400 5.595 -17.410
H -18.146 6.348 -18.918
H -17.348 7.782 -19.255
H -17.877 7.325 -17.557
H -15.167 4.959 -18.750
C -14.172 7.497 -23.498
C -14.377 7.354 -22.010
C -13.804 8.422 -21.201
O -15.510 7.185 -21.549
H -14.338 8.524 -23.877
H -14.891 6.802 -24.014
H -13.087 7.270 -23.700
H -13.873 6.412 -21.831
H -13.989 8.296 -20.156
H -14.013 9.407 -21.634
H -12.673 8.366 -21.254
H -15.333 7.003 -20.629
C -12.499 12.256 -20.042
C -13.056 13.404 -19.209
C -14.606 13.407 -19.054
O -12.593 13.208 -18.101
H -12.549 12.344 -21.141
H -12.899 11.356 -19.708
H -11.561 11.996 -19.641
H -12.613 14.326 -19.549
H -15.174 13.716 -19.933
H -14.956 14.215 -18.463
H -14.973 12.429 -18.672
H -11.645 13.513 -18.135
C -21.904 8.128 -15.710
C -20.599 7.728 -16.481
C -20.762 8.344 -17.885
O -19.556 8.064 -15.933
H -21.867 7.685 -14.671
H -22.688 7.629 -16.074
H -22.071 9.163 -15.897
H -20.440 6.611 -16.476
H -21.128 9.310 -17.823
H -21.417 7.822 -18.527
H -19.757 8.424 -18.439
H -19.357 7.457 -15.249
C -13.197 10.000 -17.340
O -11.911 9.555 -17.666
H -13.528 9.427 -16.514
H -13.832 9.874 -18.132
H -13.296 11.070 -17.126
H -11.696 8.945 -16.980
C -12.139 10.530 -23.641
O -11.635 9.775 -24.721
H -13.234 10.241 -23.492
H -12.089 11.574 -23.936
H -11.687 10.376 -22.682
H -10.774 9.422 -24.477
*
```

Here are the Löwdin charges for atoms 1 to 8, given in e:
1. N 0.193
2. C -0.584
3. N 0.156
4. O -0.150
5. H 0.058
6. H 0.050
7. H 0.129
8. H 0.089


# C4H11INO

A cluster of 2 separate species, C4H11INO in total (ωB97M-V/def2-TZVPD, the OMol25 dataset).

As for the maximum force: 0.44 eV/A. As for the relative energy (zero: lowest compared OMol25 entry of this formula, charge and spin): 1.31 kcal per mole. The value obtained for the frontier orbital gap is 6.66 eV. For the HOMO energy, the calculation gives -0.13009 hartree. For the LUMO energy, the calculation gives 3.12 eV.

```
! wB97M-V def2-TZVPD RIJCOSX def2/J DEFGRID3
* xyz -1 1
I -3.829 -2.148 1.418
C -1.430 1.099 0.065
C -0.618 0.206 -0.862
C 0.659 -0.274 -0.180
O 1.493 0.807 0.176
C 2.672 0.389 0.823
N -1.442 -0.922 -1.287
H -0.923 2.051 0.244
H -1.612 0.603 1.018
H -2.390 1.327 -0.400
H -0.331 0.786 -1.749
H 1.211 -0.940 -0.861
H 0.373 -0.841 0.718
H 3.332 1.250 0.923
H 3.188 -0.391 0.248
H 2.456 -0.008 1.823
H -0.869 -1.684 -1.640
H -1.939 -1.309 -0.478
*
```

Here are the Löwdin charges for atoms 1 to 8, given in e:
1. I -0.732
2. C -0.078
3. C -0.460
4. C -0.232
5. O -0.192
6. C -0.129
7. N 0.024
8. H 0.069


# C43H85N2O15

A cluster of 5 separate species, C43H85N2O15 in total in a non-equilibrium geometry (ωB97M-V/def2-TZVPD, the OMol25 dataset).

As for the maximum force: 2.70 eV/A. The value obtained for the frontier orbital gap (alpha / beta) is 8.77 / 9.16 eV. For the HOMO energy (alpha / beta), the calculation gives -0.30545 / -0.32189 hartree. For the LUMO energy (alpha / beta), the calculation gives 0.46 / 0.40 eV.

```
! wB97M-V def2-TZVPD RIJCOSX def2/J DEFGRID3
* xyz 0 2
C 2.335 -4.333 -1.209
C 1.905 -3.600 -2.543
C 0.725 -4.436 -3.086
C 1.501 -2.163 -2.140
C 1.344 -1.167 -3.327
C 1.289 0.298 -2.859
C 2.592 0.922 -2.340
C 2.925 0.668 -0.840
N 1.782 0.263 -0.007
O 0.160 -1.603 -4.067
C -0.996 -0.902 -3.810
O -1.484 -0.235 -4.704
C -1.716 -0.944 -2.486
C -2.115 0.266 -1.965
C -2.749 0.375 -0.754
C -3.002 -0.773 -0.024
C -2.642 -1.983 -0.552
C -2.007 -2.087 -1.766
C 2.533 -1.384 -4.334
C 3.609 -2.393 -3.881
C 4.625 -1.823 -2.859
C 4.485 -2.659 -5.147
N 3.062 -3.699 -3.475
O 2.866 -4.507 -4.453
H 3.415 -4.493 -1.196
H 1.806 -5.283 -1.102
H 2.033 -3.717 -0.353
H -0.137 -4.265 -2.429
H 0.416 -4.103 -4.080
H 0.950 -5.501 -3.073
H 2.218 -1.800 -1.401
H 0.547 -2.260 -1.614
H 0.523 0.502 -2.107
H 1.000 0.882 -3.749
H 3.481 0.675 -2.926
H 2.472 2.008 -2.446
H 3.311 1.608 -0.428
H 3.728 -0.064 -0.706
H 1.907 -0.643 0.423
H 1.585 0.921 0.738
H -1.901 1.165 -2.538
H -3.031 1.356 -0.387
H -3.476 -0.708 0.950
H -2.828 -2.899 0.003
H -1.697 -3.038 -2.188
H 2.113 -1.796 -5.259
H 2.972 -0.429 -4.633
H 4.975 -0.830 -3.139
H 5.501 -2.483 -2.927
H 4.279 -1.903 -1.826
H 5.119 -1.770 -5.265
H 5.149 -3.501 -4.944
H 3.886 -2.794 -6.046
C -0.311 6.407 1.563
O -1.087 5.277 1.901
C -1.080 4.255 0.918
C -0.982 2.877 1.541
O 0.270 2.566 2.135
C 0.657 3.247 3.325
C -0.154 2.909 4.560
O -1.464 3.445 4.487
C -2.471 2.565 4.947
H -0.860 7.058 0.875
H -0.105 6.956 2.481
H 0.647 6.120 1.117
H -0.251 4.392 0.214
H -2.024 4.323 0.360
H -1.101 2.148 0.735
H -1.802 2.697 2.239
H 0.704 4.325 3.162
H 1.682 2.923 3.511
H 0.338 3.355 5.434
H -0.178 1.822 4.691
H -2.316 1.547 4.571
H -3.429 2.925 4.577
H -2.495 2.557 6.042
C -1.175 -3.379 -6.680
O -1.698 -4.202 -7.703
C -0.832 -4.363 -8.813
C -0.830 -5.794 -9.317
O -0.206 -6.739 -8.459
C -0.832 -7.056 -7.224
C -2.133 -7.827 -7.336
O -3.182 -7.019 -7.846
C -4.002 -7.676 -8.788
H -1.297 -2.321 -6.934
H -1.732 -3.590 -5.767
H -0.119 -3.597 -6.489
H 0.193 -4.070 -8.560
H -1.193 -3.707 -9.616
H -0.238 -5.812 -10.236
H -1.834 -6.118 -9.594
H -0.951 -6.166 -6.604
H -0.119 -7.701 -6.703
H -2.430 -8.159 -6.332
H -1.976 -8.712 -7.962
H -3.409 -8.250 -9.506
H -4.559 -6.915 -9.334
H -4.712 -8.339 -8.281
C -5.998 7.560 5.983
O -6.784 6.438 6.327
C -6.827 5.435 5.326
C -6.735 4.043 5.923
O -5.470 3.698 6.472
C -5.046 4.365 7.655
C -5.835 4.032 8.907
O -7.141 4.584 8.868
C -8.144 3.714 9.347
H -6.557 8.233 5.324
H -5.753 8.089 6.904
H -5.060 7.263 5.502
H -6.018 5.569 4.600
H -7.786 5.529 4.800
H -6.893 3.331 5.108
H -7.535 3.865 6.642
H -4.990 5.442 7.497
H -4.020 4.025 7.820
H -5.317 4.467 9.771
H -5.869 2.944 9.034
H -8.011 2.697 8.962
H -9.106 4.089 8.999
H -8.145 3.696 10.442
C 5.366 3.794 3.975
O 5.204 2.414 4.227
C 4.089 1.835 3.571
C 4.410 0.471 3.002
O 5.284 0.470 1.887
C 6.648 0.822 2.084
C 7.464 -0.173 2.886
O 7.095 -0.172 4.255
C 7.020 -1.461 4.828
H 4.685 4.382 4.600
H 6.393 4.060 4.224
H 5.200 4.033 2.919
H 3.727 2.478 2.760
H 3.289 1.726 4.315
H 3.470 0.055 2.626
H 4.758 -0.216 3.775
H 6.737 1.829 2.493
H 7.079 0.860 1.080
H 8.521 0.116 2.828
H 7.352 -1.170 2.446
H 6.509 -2.166 4.164
H 6.448 -1.384 5.751
H 8.023 -1.835 5.062
*
```

Here are the Löwdin charges for atoms 1 to 8, given in e:
1. C -0.006
2. C -0.421
3. C -0.031
4. C -0.046
5. C -0.335
6. C -0.120
7. C -0.158
8. C -0.250


# C61H46IrNO3P3SSi

A structure of composition C61H46IrNO3P3SSi in a non-equilibrium geometry (ωB97M-V/def2-TZVPD, the OMol25 dataset).

As for the maximum force: 1.21 eV/A. As for the relative energy (zero: lowest compared OMol25 entry of this formula, charge and spin): 0.00 kcal per mole. The value obtained for the frontier orbital gap (alpha / beta) is 8.06 / 6.01 eV. For the HOMO energy (alpha / beta), the calculation gives -0.48765 / -0.49756 hartree. For the LUMO energy (alpha / beta), the calculation gives -5.21 / -7.53 eV.

```
! wB97M-V def2-TZVPD RIJCOSX def2/J DEFGRID3
* xyz 2 2
Ir 0.000 -0.019 -0.078
C -1.151 -4.299 -2.131
C -1.649 -4.379 -0.833
C -1.135 -3.576 0.165
C -0.095 -2.683 -0.136
C 0.437 -2.645 -1.439
C -0.107 -3.437 -2.434
P 0.830 -1.779 1.109
C 2.440 -2.556 1.256
C 3.273 -2.086 2.276
C 4.420 -2.782 2.612
C 4.738 -3.959 1.944
C 3.913 -4.431 0.934
C 2.765 -3.735 0.587
C 0.223 -1.776 2.792
C 0.251 -2.919 3.594
C -0.187 -2.828 4.902
C -0.615 -1.603 5.410
C -0.618 -0.469 4.614
C -0.203 -0.538 3.283
Si -0.164 0.892 2.067
C -1.791 1.781 2.104
C -2.074 2.875 2.923
C -3.377 3.320 3.079
C -4.420 2.635 2.468
C -4.157 1.549 1.649
C -2.841 1.157 1.419
P -2.425 -0.215 0.303
C -3.267 -1.617 1.097
C -3.212 -1.782 2.481
C -3.847 -2.855 3.085
C -4.568 -3.760 2.315
C -4.662 -3.579 0.943
C -4.013 -2.515 0.333
C -3.225 -0.149 -1.324
C -4.490 0.393 -1.548
C -5.065 0.318 -2.804
C -4.395 -0.308 -3.849
C -3.143 -0.858 -3.631
C -2.562 -0.780 -2.372
C 1.320 1.978 2.350
C 1.473 2.698 3.541
C 2.486 3.631 3.681
C 3.362 3.870 2.626
C 3.243 3.151 1.451
C 2.235 2.191 1.319
P 2.145 1.182 -0.178
C 3.643 0.173 -0.221
C 3.761 -0.792 -1.222
C 4.919 -1.541 -1.346
C 5.977 -1.322 -0.475
C 5.873 -0.355 0.513
C 4.710 0.386 0.647
C 2.358 2.345 -1.553
C 2.996 1.989 -2.743
C 3.098 2.908 -3.774
C 2.564 4.182 -3.630
C 1.934 4.544 -2.449
C 1.835 3.629 -1.412
H -1.570 -4.931 -2.903
H -2.440 -5.079 -0.599
H -1.516 -3.655 1.176
H 1.294 -2.026 -1.653
H 0.296 -3.396 -3.438
H 3.018 -1.182 2.823
H 5.060 -2.415 3.403
H 5.627 -4.511 2.218
H 4.151 -5.354 0.423
H 2.115 -4.141 -0.176
H 0.616 -3.860 3.199
H -0.188 -3.705 5.535
H -0.945 -1.538 6.439
H -0.968 0.471 5.028
H -1.271 3.391 3.435
H -3.585 4.183 3.697
H -5.443 2.950 2.626
H -4.985 1.011 1.211
H -2.690 -1.063 3.096
H -3.797 -2.972 4.160
H -5.074 -4.590 2.788
H -5.249 -4.264 0.345
H -4.085 -2.392 -0.739
H -5.024 0.908 -0.766
H -6.041 0.755 -2.971
H -4.851 -0.362 -4.829
H -2.612 -1.348 -4.437
H -1.582 -1.211 -2.222
H 0.791 2.534 4.368
H 2.588 4.184 4.605
H 4.140 4.615 2.723
H 3.929 3.338 0.634
H 2.949 -0.940 -1.925
H 5.000 -2.288 -2.125
H 6.885 -1.903 -0.571
H 6.700 -0.181 1.190
H 4.637 1.119 1.439
H 3.422 1.005 -2.868
H 3.603 2.633 -4.690
H 2.647 4.896 -4.439
H 1.516 5.534 -2.328
H 1.332 3.917 -0.500
O 0.435 0.143 -2.454
C -0.185 1.234 -2.444
N -0.615 1.695 -1.268
S -1.566 3.059 -1.420
O -0.934 4.185 -0.807
O -2.914 2.762 -1.045
C -1.403 3.081 -3.190
C -1.971 3.966 -4.080
C -1.730 3.742 -5.433
C -0.954 2.670 -5.864
C -0.391 1.784 -4.952
C -0.630 2.007 -3.611
H -2.578 4.796 -3.746
H -2.159 4.415 -6.164
H -0.788 2.527 -6.924
H 0.219 0.949 -5.271
*
```

Here are the Löwdin charges for atoms 1 to 8, given in e:
1. Ir 0.878
2. C -0.022
3. C -0.040
4. C -0.064
5. C -0.394
6. C -0.143
7. C -0.048
8. P 0.946


- Look up the maximum force of the third one.
  2.70 eV/A